Entry 1:
Here is a molecular structure, C39H47Cl3O2P2RuS2Sb from OMol25. Energies are from ωB97M-V/def2-TZVPD.

Structure (XYZ):
```
97
Properties=species:S:1:pos:R:3:forces:R:3
Ru -1.13269 -0.60584 -0.16655 1.2 -0.5 0.3
S -0.69419 -0.89555 -2.49547 -0.1 0.0 -0.5
P 1.13193 -1.06880 -1.64548 0.6 0.7 -0.7
C 0.92664 -0.38796 -0.08375 -1.2 -0.5 0.0
P 0.99023 -0.96995 1.52685 0.8 0.8 0.5
S -0.89868 -0.84314 2.21216 -0.1 -0.1 0.4
C 1.78314 -2.54560 1.91050 0.0 -0.2 -0.2
C 3.12614 -2.70628 1.57489 0.0 0.0 0.1
C 3.78517 -3.88582 1.87551 -0.1 0.0 0.0
C 3.10481 -4.90945 2.52492 0.0 0.0 0.0
C 1.77143 -4.74775 2.87059 0.0 0.0 0.0
C 1.10604 -3.56905 2.55904 0.0 0.0 -0.1
C 2.04610 0.18101 2.48967 0.0 -0.1 0.1
C 2.32550 1.45182 2.00144 0.1 -0.1 -0.1
C 3.07158 2.34974 2.75229 0.0 0.0 0.0
C 3.55061 1.98365 4.00124 0.0 -0.1 0.0
C 3.28193 0.71270 4.49610 0.0 0.0 0.0
C 2.53757 -0.18213 3.74372 -0.1 0.0 0.1
C 2.28193 -0.02704 -2.61373 0.0 0.0 0.0
C 2.88088 1.09943 -2.07213 0.1 0.0 0.1
C 3.68535 1.91805 -2.85919 0.0 0.0 0.0
C 3.88842 1.61180 -4.19402 0.0 -0.1 0.0
C 3.29445 0.47804 -4.74377 0.0 0.1 0.0
C 2.49895 -0.33527 -3.95813 0.0 0.0 0.0
C 1.87914 -2.69224 -1.93707 0.0 -0.2 0.3
C 1.14622 -3.76243 -2.43364 0.0 0.0 0.0
C 1.77218 -4.97827 -2.67190 0.0 0.0 0.0
C 3.12602 -5.13134 -2.41056 0.0 0.0 0.0
C 3.86559 -4.06178 -1.92036 -0.1 0.0 0.0
C 3.24233 -2.84665 -1.69020 0.1 0.0 0.0
H 3.66831 -1.89948 1.09454 0.0 0.0 0.0
H 4.82614 -4.00771 1.60611 0.0 0.0 0.0
H 3.61763 -5.83301 2.76050 0.0 0.0 0.0
H 1.24116 -5.54558 3.37404 0.0 0.0 0.0
H 0.05849 -3.44511 2.80457 0.0 0.0 0.0
H 1.95860 1.72502 1.01909 0.0 0.0 0.0
H 3.28014 3.33678 2.35867 0.0 0.0 0.0
H 4.13800 2.68055 4.58472 0.0 0.0 0.0
H 3.65833 0.41696 5.46659 0.0 0.0 0.0
H 2.33730 -1.17080 4.13967 0.0 0.0 0.0
H 2.71275 1.33179 -1.02649 0.0 0.0 0.0
H 4.14913 2.79465 -2.42538 0.0 0.0 0.0
H 4.50816 2.25090 -4.80954 0.0 0.0 0.0
H 3.45491 0.23305 -5.78551 0.0 0.0 0.0
H 2.03751 -1.21529 -4.39275 0.0 0.0 0.0
H 0.08967 -3.63859 -2.63220 0.0 0.0 0.0
H 1.19605 -5.81126 -3.05289 0.0 0.0 0.0
H 3.60886 -6.08280 -2.59262 0.0 0.0 0.0
H 4.92457 -4.17287 -1.72766 0.0 0.0 0.0
H 3.83063 -2.00767 -1.33533 0.0 0.0 0.0
Cl -1.11716 -5.82212 0.17002 0.0 0.0 0.0
C -2.36005 -4.57598 0.15760 -0.1 -0.1 0.0
Cl -3.54961 -4.93364 -1.10964 0.1 0.0 0.1
Cl -3.16397 -4.52556 1.74923 0.1 0.0 -0.1
C -1.74267 -3.17707 -0.09679 -0.4 0.1 -0.3
O -0.52101 -3.03298 -0.10025 0.3 0.1 0.2
O -2.55946 -2.24376 -0.28081 -0.7 0.2 0.3
C -2.85010 4.24866 1.75552 0.1 0.0 0.2
C -2.10935 2.91488 1.87674 -0.1 0.1 0.0
C -0.63184 3.15529 2.15246 0.0 0.1 0.1
C -2.72344 2.14218 3.04342 0.0 0.1 0.1
Sb -2.21309 1.72235 0.05696 -0.2 -0.6 -0.4
C -1.56467 2.97815 -1.60193 -0.1 0.2 0.1
C -2.18979 2.47324 -2.89713 0.0 0.0 -0.1
C -1.90473 4.45605 -1.43474 0.1 0.1 -0.1
C -0.05028 2.79963 -1.67242 0.1 0.1 -0.1
C -4.30079 1.10103 -0.16449 0.0 0.1 0.0
C -4.58168 0.05488 0.91745 -0.1 0.0 0.1
C -5.28051 2.26198 -0.02792 -0.1 0.0 -0.1
C -4.47782 0.42413 -1.52426 -0.1 -0.1 0.0
H -2.83612 4.72372 2.74373 0.0 0.0 0.0
H -3.89223 4.13889 1.46815 -0.1 -0.1 0.0
H -2.38065 4.93878 1.06438 0.1 0.0 0.0
H -0.53028 3.72085 3.08666 0.0 0.0 0.0
H -0.14325 3.73299 1.36437 0.0 0.0 0.0
H -0.09703 2.21720 2.28070 0.0 -0.1 0.0
H -2.47099 2.67560 3.96750 0.0 0.0 0.0
H -2.34201 1.12937 3.13521 0.0 0.0 0.0
H -3.81080 2.10994 2.97920 0.0 0.0 0.0
H -3.25266 2.70357 -2.95625 0.0 0.0 0.0
H -2.04504 1.40382 -3.04315 0.0 0.0 0.0
H -1.69930 2.98829 -3.73158 0.0 0.0 0.0
H -2.96073 4.63965 -1.23083 0.0 0.0 0.0
H -1.65981 4.97350 -2.36970 0.0 0.0 0.0
H -1.31511 4.92555 -0.64818 0.0 0.0 0.0
H 0.22480 1.76087 -1.83498 0.0 0.0 0.0
H 0.45824 3.14634 -0.76903 0.0 0.0 0.0
H 0.33651 3.38377 -2.51670 0.0 0.0 0.0
H -4.51038 0.45867 1.92510 0.0 0.0 0.0
H -3.92979 -0.81736 0.85283 0.0 0.1 -0.1
H -5.60792 -0.30409 0.77477 0.0 0.0 0.0
H -5.29956 2.66519 0.98367 0.0 0.0 0.0
H -6.29170 1.89903 -0.24719 0.0 0.0 0.0
H -5.07169 3.08035 -0.72172 0.0 0.0 0.0
H -3.73190 -0.34933 -1.71961 0.0 0.0 0.1
H -4.46360 1.13018 -2.34930 0.0 0.1 0.0
H -5.45605 -0.07010 -1.52816 0.0 0.0 0.0
```
Positions in Å, forces in eV/Å.

⟨S²⟩: 0.7582
relative energy (zero: lowest compared OMol25 entry of this formula, charge and spin): 0.0 kJ/mol
E_tot: -4859.63504 Eh
spin multiplicity: 2

Atom charges from the Mulliken analysis, given in e for atoms 1 to 8:
1. Ru -0.26
2. S -0.81
3. P 2.17
4. C -1.92
5. P 2.19
6. S -0.87
7. C 0.85
8. C -0.25

=====

Entry 2:
Here is a molecular structure, C39H47GeI2N4O3SiTa from OMol25. Energies are from ωB97M-V/def2-TZVPD.

Structure (XYZ):
```
98
Properties=species:S:1:pos:R:3:forces:R:3
Ta 0.28604 0.17074 -0.42768 0.0 0.2 -0.2
I 3.68994 1.44893 6.52412 0.0 0.0 0.0
C 2.99053 1.29602 4.57342 0.0 0.0 0.0
C 3.88265 1.35957 3.51081 0.0 0.0 0.0
C 3.41640 1.26132 2.20642 0.0 0.0 0.0
I 4.76006 1.22408 0.62023 0.0 0.0 0.0
C 2.05536 1.12477 1.97314 0.0 0.0 0.0
O 1.56138 1.03444 0.71371 0.0 -0.1 -0.1
C 1.16245 1.01337 3.03531 0.0 0.0 0.0
C -0.28479 0.74131 2.73672 0.0 0.0 0.0
N -0.44540 -0.40786 1.77999 0.0 0.0 0.1
C 0.14371 -1.64928 2.32228 0.0 0.0 0.0
C 0.93952 -2.40758 1.29577 0.0 0.0 0.0
C 1.47711 -3.64097 1.62755 0.0 0.0 0.0
C 2.18519 -4.35358 0.68061 0.0 0.0 0.0
C 2.33053 -3.81340 -0.59064 0.0 0.0 0.0
C 1.78122 -2.58250 -0.85359 0.0 0.0 0.1
N 1.09727 -1.87219 0.07429 0.1 0.1 0.0
C 1.63531 1.09982 4.33603 0.0 0.0 0.0
H 4.94188 1.47393 3.69495 0.0 0.0 0.0
H -0.76599 1.60904 2.28401 0.0 0.0 0.0
H -0.81400 0.51801 3.66568 0.0 0.0 0.0
H -1.44642 -0.57445 1.67473 0.0 0.0 0.0
H -0.64232 -2.30022 2.70956 0.0 0.0 0.0
H 0.79694 -1.40564 3.16115 0.0 0.0 0.0
H 1.33046 -4.03055 2.62629 0.0 0.0 0.0
H 2.61293 -5.31678 0.92412 0.0 0.0 0.0
H 2.86450 -4.33554 -1.37111 0.0 0.0 0.0
H 1.87863 -2.13321 -1.82798 0.0 0.0 0.0
H 0.94635 1.01338 5.16716 0.0 0.0 0.0
N -5.09449 1.54987 1.05262 0.0 0.1 0.0
C -4.74190 2.62205 0.29264 0.0 -0.1 0.0
O -5.53186 3.36142 -0.24238 0.0 0.1 0.0
C -3.26241 2.81900 0.06814 0.0 0.0 0.0
C -2.79676 4.10399 -0.19135 0.0 0.0 0.0
C -1.45000 4.29323 -0.44376 0.0 0.0 0.0
C -0.61425 3.19617 -0.45851 0.1 0.0 0.1
N -1.06210 1.94410 -0.25752 -0.1 0.0 0.0
C -2.37497 1.76572 0.00368 0.0 0.1 -0.1
H -6.07712 1.45752 1.26275 0.0 0.0 0.0
H -4.45271 1.14525 1.71145 0.0 0.0 0.0
H -3.50191 4.92565 -0.19716 0.0 0.0 0.0
H -1.04140 5.27603 -0.63008 0.0 0.0 0.0
H 0.44803 3.30630 -0.62229 0.0 0.0 0.0
H -2.72030 0.74514 0.12730 0.0 0.0 0.0
C -1.15707 -2.50425 -3.97121 0.0 0.0 0.0
C -2.16316 -2.84563 -2.86540 0.0 0.0 0.0
C -1.56511 -3.92970 -1.95843 0.0 0.0 0.0
C -3.45926 -3.37578 -3.49808 0.0 0.0 0.0
Si -2.62652 -1.34664 -1.83564 0.0 0.0 0.0
O -1.17775 -0.66771 -1.21569 -0.1 -0.2 0.2
C -3.38780 0.08355 -2.74838 0.0 0.0 0.0
C -2.68512 0.62652 -3.83163 0.0 0.0 0.0
C -3.17283 1.71984 -4.53005 0.0 0.0 0.0
C -4.37498 2.30416 -4.15349 0.0 0.0 0.0
C -5.07790 1.79991 -3.06977 0.0 0.0 0.0
C -4.58571 0.70206 -2.37643 0.0 0.0 0.0
C -3.58946 -1.89005 -0.32392 0.0 0.0 0.0
C -2.88143 -2.38437 0.77837 0.0 0.0 0.0
C -3.52767 -2.84881 1.91508 0.0 0.0 0.0
C -4.91621 -2.84520 1.96795 0.0 0.0 0.0
C -5.64020 -2.40716 0.86952 0.0 0.0 0.0
C -4.98384 -1.93916 -0.26233 0.0 0.0 0.0
H -0.84007 -3.42225 -4.47372 0.0 0.0 0.0
H -0.25810 -2.01950 -3.57580 0.0 0.0 0.0
H -1.59023 -1.85539 -4.73294 0.0 0.0 0.0
H -1.28881 -4.79836 -2.56250 0.0 0.0 0.0
H -2.27430 -4.26812 -1.20169 0.0 0.0 0.0
H -0.65931 -3.58598 -1.44907 0.0 0.0 0.0
H -3.24292 -4.26847 -4.09083 0.0 0.0 0.0
H -3.91802 -2.64096 -4.16313 0.0 0.0 0.0
H -4.19443 -3.66002 -2.74091 0.0 0.0 0.0
H -1.73926 0.19353 -4.13848 0.0 0.0 0.0
H -2.62073 2.11491 -5.37326 0.0 0.0 0.0
H -4.76197 3.15149 -4.70404 0.0 0.0 0.0
H -6.00087 2.26580 -2.75345 0.0 0.0 0.0
H -5.14832 0.33996 -1.52508 0.0 0.0 0.0
H -1.80151 -2.47315 0.71207 0.0 0.0 0.0
H -2.96115 -3.25196 2.74673 0.0 0.0 0.0
H -5.42777 -3.21593 2.84607 0.0 0.0 0.0
H -6.72171 -2.44137 0.88539 0.0 0.0 0.0
H -5.58135 -1.63483 -1.11219 0.0 0.0 0.0
C 0.23859 2.66215 -3.85995 0.0 0.0 0.0
Ge 1.88775 2.09107 -2.99204 0.0 0.0 0.0
C 3.23549 1.60283 -4.30420 0.0 0.0 0.0
C 2.60853 3.43042 -1.76040 0.0 0.0 0.0
C 1.55320 0.28748 -2.06956 0.0 0.0 0.1
H 0.37997 3.66292 -4.27100 0.0 0.0 0.0
H -0.62271 2.68372 -3.19188 0.0 0.0 0.0
H 0.00069 1.99105 -4.68559 0.0 0.0 0.0
H 3.50028 2.47818 -4.89844 0.0 0.0 0.0
H 2.86295 0.83088 -4.97689 0.0 0.0 0.0
H 4.13639 1.23831 -3.81093 0.0 0.0 0.0
H 2.14108 4.39967 -1.94155 0.0 0.0 0.0
H 3.67541 3.53718 -1.95511 0.0 0.0 0.0
H 2.50684 3.16482 -0.70898 0.0 0.0 0.0
H 2.58978 0.06537 -1.78475 0.0 0.0 0.0
H 1.25992 -0.33615 -2.92012 0.0 0.0 0.0
```
Positions in Å, forces in eV/Å.

relative energy (zero: lowest compared OMol25 entry of this formula, charge and spin): 0.0 kJ/mol
total charge: +2
E_tot: -4977.64738 Eh

Atom charges from the Mulliken analysis, given in e for atoms 1 to 8:
1. Ta 2.22
2. I 0.18
3. C -0.63
4. C -0.11
5. C -0.62
6. I 0.09
7. C -0.20
8. O 0.42

=====

no.,F_max (eV Å⁻¹)
1,1.3
2,0.3